i:
The molecule FNO3S, computed with ωB97M-V with the def2-TZVPD basis set.

Summary:
* lowest unoccupied orbital energy: -2.34 eV
* HOMO-LUMO gap: 0.315 Ha
* HOMO: -0.4010 Eh

Last column: Löwdin charge in e.
Atoms and positions in Å:
N -0.433 0.330 0.968  -0.126
O 1.021 -1.304 -0.357  -0.405
O -1.511 0.210 0.366  -0.148
O -1.708 -0.179 -0.846  0.001
F 1.408 1.106 -0.609  -0.331
S 1.222 -0.162 0.477  1.009

***

ii:
The molecule FNO3S, computed with ωB97M-V with the def2-TZVPD basis set.

Summary:
* lowest unoccupied orbital energy: -1.03 eV
* HOMO-LUMO gap: 0.339 Ha
* HOMO: -0.3768 Eh

Last column: Löwdin charge in e.
Atoms and positions in Å:
N -1.557 -0.158 -0.340  -0.151
O -0.378 -0.468 -0.647  -0.300
O -1.826 0.679 0.484  0.042
O 1.536 -0.798 1.015  -0.382
F 2.003 1.250 -0.335  -0.306
S 1.389 -0.265 -0.339  1.098

***

Most stable pick: ii. Distance to second place: 287.5 kJ/mol.

***

i:
A cluster of 2 separate species, C2H4ClN2 in total, computed with ωB97M-V with the def2-TZVPD basis set.

Summary:
* lowest unoccupied orbital energy (alpha / beta): -7.09 / -5.72 eV
* total charge: +1
* HOMO-LUMO gap (alpha / beta): 0.317 / 0.329 Ha
* HOMO (alpha / beta): -0.5778 / -0.5396 Eh

Last column: Löwdin charge in e.
Atoms and positions in Å:
C 0.622 -1.752 0.034  0.155
C -1.116 -0.030 -0.048  -0.584
N -0.308 -0.893 0.036  0.035
N 0.040 2.213 0.091  0.135
Cl -2.664 0.271 0.015  0.975
H 1.026 -1.968 1.064  0.143
H 1.158 -2.087 -0.856  0.126
H 0.291 2.121 -0.895  0.002
H 0.950 2.126 0.559  0.014

***

ii:
A structure of composition C2H4ClN2, computed with ωB97M-V with the def2-TZVPD basis set.

Summary:
* lowest unoccupied orbital energy: -6.15 eV
* total charge: +1
* HOMO-LUMO gap: 0.348 Ha
* HOMO: -0.5742 Eh

Last column: Löwdin charge in e.
Atoms and positions in Å:
C -0.553 0.210 0.622  -0.070
C 1.065 0.204 -0.593  -0.444
N -2.231 -1.238 -0.307  0.424
N -1.469 -0.579 0.147  -0.013
Cl 2.161 -0.944 0.001  0.704
H -0.142 -0.084 1.585  0.134
H -0.816 1.266 0.558  0.142
H 1.380 1.230 -0.475  0.063
H 0.605 -0.066 -1.538  0.062

***

Most stable pick: ii. Distance to second place: 235.1 kJ/mol.

***

i:
A cluster of 2 separate species, C4H3NO3 in total, computed with ωB97M-V with the def2-TZVPD basis set.

Summary:
* lowest unoccupied orbital energy: 0.53 eV
* HOMO-LUMO gap: 0.411 Ha
* HOMO: -0.3916 Eh

Last column: Löwdin charge in e.
Atoms and positions in Å:
C 1.688 1.042 -0.712  -0.298
C 0.926 -2.242 0.209  0.022
C -0.302 0.285 0.562  -0.594
C -1.562 0.356 -0.227  0.003
N 0.863 0.389 -0.134  0.172
O 2.549 1.534 -1.234  0.235
O 1.545 -2.610 1.082  0.067
O -0.255 0.197 1.767  0.099
H -2.334 0.007 0.320  0.029
H -1.411 -0.419 -1.122  0.138
H -1.707 1.461 -0.511  0.126

***

ii:
A structure of composition C4H3NO3, computed with ωB97M-V with the def2-TZVPD basis set.

Summary:
* lowest unoccupied orbital energy: 0.21 eV
* HOMO-LUMO gap: 0.334 Ha
* HOMO: -0.3265 Eh

Last column: Löwdin charge in e.
Atoms and positions in Å:
C -1.085 -0.384 0.029  -0.439
C 0.770 0.777 -0.188  -0.146
C 2.185 0.078 0.045  -0.152
C 0.295 -0.574 -0.307  -0.013
H -2.942 -0.340 0.413  0.264
H 2.961 -0.079 -0.812  0.143
H 2.741 0.528 1.028  0.160
N -0.197 1.653 0.071  0.104
O -2.172 -1.042 0.000  0.137
O -1.246 0.860 0.016  0.015
O 1.620 -1.201 0.160  -0.074

***

iii:
The molecule C4H3NO3, computed with ωB97M-V with the def2-TZVPD basis set.

Summary:
* SMILES string: O=COc1ccno1
* lowest unoccupied orbital energy: 0.72 eV
* HOMO-LUMO gap: 0.386 Ha
* HOMO: -0.3594 Eh

Last column: Löwdin charge in e.
Atoms and positions in Å:
C 0.726 -0.204 2.135  -0.360
C -0.076 0.544 0.189  -0.244
C 0.339 -0.339 -0.887  0.008
C -0.473 0.101 -1.925  -0.160
H 0.512 -0.119 3.172  0.142
H 0.626 -1.476 -1.051  0.163
H -0.378 -0.354 -2.850  0.087
N -1.395 1.019 -1.601  0.100
O 1.296 -1.041 1.577  0.146
O -0.166 0.634 1.602  0.125
O -1.011 1.235 -0.360  -0.009

***

Most stable pick: i. Distance to second place: 289.4 kJ/mol.

***

i:
The molecule C4H7FO2, computed with ωB97M-V with the def2-TZVPD basis set.

Summary:
* SMILES string: CO/C(=C\F)CO
* lowest unoccupied orbital energy: 0.67 eV
* HOMO-LUMO gap: 0.354 Ha
* HOMO: -0.3297 Eh

Last column: Löwdin charge in e.
Atoms and positions in Å:
C -0.894 1.785 -0.177  -0.050
C 0.256 -0.285 0.261  -0.286
C -0.939 -1.228 0.325  -0.181
C 1.440 -0.761 -0.080  -0.106
H -0.576 2.798 -0.112  0.079
H -0.871 1.484 -1.261  0.117
H -1.837 1.656 0.256  0.063
H -0.620 -2.235 -0.030  0.125
H -1.378 -1.389 1.322  0.125
H -2.663 -1.287 -0.552  0.087
H 1.632 -1.805 -0.352  0.128
O 0.103 1.035 0.551  -0.077
O -1.990 -0.624 -0.418  -0.074
F 2.470 0.047 -0.257  0.052

***

ii:
The molecule C4H7FO2, computed with ωB97M-V with the def2-TZVPD basis set.

Summary:
* SMILES string: CC1(F)[C@H](O)[C@H]1O
* lowest unoccupied orbital energy: 0.60 eV
* HOMO-LUMO gap: 0.390 Ha
* HOMO: -0.3682 Eh

Last column: Löwdin charge in e.
Atoms and positions in Å:
C -0.705 1.379 0.539  -0.029
C 0.179 0.406 -0.216  -0.469
C -0.236 -1.031 -0.524  -0.206
C 0.895 -0.721 0.423  -0.246
H -1.757 0.871 0.818  0.097
H -0.181 1.512 1.712  0.151
H -0.907 2.431 -0.109  0.144
H 0.284 -1.472 -1.371  0.152
H -2.224 -0.802 -0.629  0.129
H 0.724 -0.780 1.543  0.170
H 2.309 -0.415 -0.807  0.192
O -1.569 -1.540 -0.381  -0.033
O 2.314 -0.991 0.161  -0.058
F 0.874 1.154 -1.157  0.005

***

Most stable pick: i. Distance to second place: 171.9 kJ/mol.